Entry 1:
This record from the Open Molecules 2025 dataset describes C21H54LiN3O13P as an isolated structure at a distorted geometry. The level of theory is ωB97M-V/def2-TZVPD.

M = 594.59 g mol⁻¹
ΔE to the lowest compared entry with this formula, charge and spin = 0.09 kcal/mol
total charge = +1
gap between HOMO and LUMO = 6.337 eV

Geometry as XYZ:
```
93
C21H54LiN3O13P ωB97M-V/def2-TZVPD
C 0.21 -5.04 1.72
N -0.29 -4.75 3.16
C -1.63 -5.38 3.49
C 0.77 -5.39 4.08
C -0.45 -3.29 3.51
C 0.78 -2.41 3.60
O 0.49 -1.13 3.87
H 0.44 -6.00 1.53
H 1.08 -4.45 1.62
H -0.42 -4.44 1.01
H -1.60 -6.42 3.32
H -2.42 -5.15 2.98
H -1.71 -5.44 4.61
H 0.85 -4.77 4.99
H 1.76 -5.55 3.64
H 0.31 -6.53 4.34
H -0.84 -3.30 4.43
H -1.19 -2.91 2.87
H 1.40 -2.57 2.77
H 1.41 -2.63 4.43
H 0.21 -0.82 2.97
C 2.68 2.07 -1.92
N 3.13 0.75 -2.44
C 1.91 0.33 -3.24
C 4.23 0.85 -3.47
C 3.51 -0.23 -1.31
C 3.40 -1.78 -1.61
O 3.60 -2.35 -0.36
H 1.85 2.00 -1.35
H 2.40 2.67 -2.91
H 3.44 2.77 -1.54
H 1.79 0.98 -4.21
H 1.07 0.44 -2.69
H 2.00 -0.69 -3.56
H 4.26 1.75 -4.13
H 4.18 0.01 -3.92
H 5.15 0.90 -2.97
H 2.56 -0.10 -0.71
H 4.37 0.22 -0.84
H 3.92 -2.01 -2.50
H 2.35 -2.12 -1.89
H 2.67 -2.39 -0.07
C -4.87 -0.68 -2.12
N -3.52 -0.17 -2.32
C -3.17 0.60 -0.98
C -2.67 -1.37 -2.45
C -3.43 0.74 -3.51
C -2.04 1.48 -3.64
O -1.91 2.14 -4.89
H -5.11 -1.16 -3.11
H -5.51 0.28 -2.11
H -4.92 -1.40 -1.40
H -3.42 -0.13 -0.19
H -3.74 1.49 -0.99
H -2.24 0.78 -0.70
H -2.94 -1.99 -3.30
H -2.67 -1.97 -1.71
H -1.59 -1.31 -2.56
H -4.08 1.66 -3.39
H -3.54 0.45 -4.64
H -1.46 0.63 -3.71
H -1.89 2.28 -3.08
H -1.12 2.72 -5.02
Li 0.33 1.07 0.70
P -0.19 -1.41 0.40
O 0.03 -0.26 -0.48
O -0.26 -0.43 1.62
O 1.05 -2.23 0.45
O -1.53 -2.01 0.14
C -0.17 4.48 -1.74
O -1.05 4.82 -0.79
C -1.60 3.88 0.04
O -0.88 2.90 0.31
O -2.72 4.17 0.69
C -3.02 3.45 1.90
H -0.58 3.90 -2.63
H 0.63 3.93 -1.61
H 0.17 5.31 -2.23
H -2.85 2.39 1.89
H -4.01 3.63 2.13
H -2.32 3.58 2.69
C 0.03 2.23 3.77
O 0.66 3.41 3.31
C 1.60 3.25 2.39
O 1.80 2.23 1.72
O 2.30 4.35 2.39
C 3.54 4.29 1.60
H 0.16 1.50 2.99
H -1.00 2.39 3.78
H 0.37 1.66 4.67
H 4.11 5.28 1.68
H 3.46 3.90 0.62
H 4.17 3.55 2.09
```

Entry 2:
This record from the Open Molecules 2025 dataset describes a 5-piece molecular cluster, C21H54N2O9S3 overall at a distorted geometry. The level of theory is ωB97M-V/def2-TZVPD.

M = 574.87 g mol⁻¹
SMILES = CCOS(C)(=O)=O.CCOS(C)(=O)=O.CCOS(C)(=O)=O.CCN(CC)CC.CCN(CC)CC
ΔE to the lowest compared entry with this formula, charge and spin = 0.00 kcal/mol
gap between HOMO and LUMO = 8.661 eV

Geometry as XYZ:
```
89
C21H54N2O9S3 ωB97M-V/def2-TZVPD
C 3.15 3.00 -0.80
C 3.99 4.29 -0.73
N 5.33 4.08 -1.29
C 5.91 5.30 -1.85
C 5.19 5.67 -3.14
C 6.15 3.57 -0.18
C 7.57 3.22 -0.62
H 2.10 3.24 -0.58
H 3.47 2.25 -0.07
H 3.14 2.59 -1.80
H 3.46 5.05 -1.31
H 3.94 4.65 0.30
H 6.03 6.14 -1.15
H 6.95 5.15 -2.15
H 4.18 6.03 -2.94
H 5.73 6.40 -3.74
H 5.05 4.82 -3.81
H 5.67 2.66 0.19
H 6.22 4.27 0.66
H 8.24 4.09 -0.69
H 7.64 2.80 -1.62
H 8.12 2.62 0.12
C -1.05 -2.56 1.12
C -1.30 -1.76 -0.14
N -0.10 -1.39 -0.89
C 0.82 -0.47 -0.25
C 0.17 0.88 0.05
C 0.51 -2.54 -1.60
C -0.45 -3.02 -2.70
H -0.01 -2.69 1.44
H -1.47 -3.55 0.96
H -1.53 -2.07 1.96
H -2.03 -2.23 -0.81
H -1.80 -0.82 0.09
H 1.16 -0.90 0.71
H 1.73 -0.26 -0.81
H 0.83 1.51 0.64
H -0.06 1.40 -0.88
H -0.80 0.77 0.55
H 0.67 -3.29 -0.82
H 1.43 -2.22 -2.08
H -1.18 -3.73 -2.32
H 0.13 -3.54 -3.48
H -0.93 -2.19 -3.23
O -0.10 0.06 3.63
S -0.83 -0.78 4.57
O -2.23 -1.03 4.39
O 0.04 -2.14 4.74
C -0.67 -3.30 5.24
C -0.61 -4.44 4.23
C -0.65 -0.07 6.24
H -1.65 -3.04 5.63
H -0.04 -3.62 6.07
H 0.36 -4.48 3.74
H -1.40 -4.39 3.48
H -0.75 -5.38 4.76
H 0.37 0.26 6.37
H -0.93 -0.80 7.00
H -1.35 0.76 6.23
O -7.63 -2.36 2.09
S -6.24 -2.73 1.96
O -5.71 -3.88 2.68
O -6.00 -2.90 0.36
C -4.70 -3.15 -0.13
C -4.84 -3.97 -1.42
C -5.16 -1.33 2.35
H -4.01 -3.70 0.51
H -4.16 -2.21 -0.35
H -4.90 -5.00 -1.06
H -3.94 -3.91 -2.04
H -5.75 -3.73 -1.95
H -4.46 -1.24 1.53
H -4.69 -1.55 3.31
H -5.75 -0.43 2.43
O -0.58 2.58 -5.39
S -0.65 2.16 -4.02
O -0.48 3.12 -2.96
O -2.07 1.45 -3.81
C -2.34 0.94 -2.50
C -3.83 0.76 -2.35
C 0.55 0.84 -3.77
H -2.00 1.64 -1.73
H -1.81 0.01 -2.31
H -4.36 1.67 -2.66
H -4.12 0.55 -1.32
H -4.12 -0.08 -2.98
H 1.54 1.20 -3.50
H 0.50 0.20 -4.64
H 0.21 0.21 -2.93
```

Entry 3:
This record from the Open Molecules 2025 dataset describes a 7-piece molecular cluster, C21H54O25P4 overall at a distorted geometry. The level of theory is ωB97M-V/def2-TZVPD.

M = 830.53 g mol⁻¹
SMILES = COP(=O)(OC)OC.COP(=O)(OC)OC.COP(=O)(OC)OC.COP(=O)(OC)OC.COC(=O)OC.COC(=O)OC.COC(=O)OC
gap between HOMO and LUMO = 10.612 eV

Geometry as XYZ:
```
104
C21H54O25P4 ωB97M-V/def2-TZVPD
C -21.06 -8.41 12.24
O -21.58 -7.30 11.52
P -22.55 -6.23 12.09
O -22.06 -5.29 13.10
O -22.99 -5.59 10.75
C -24.35 -5.33 10.36
O -23.79 -7.09 12.59
C -24.35 -6.86 13.88
H -19.98 -8.40 12.23
H -21.41 -9.29 11.70
H -21.45 -8.45 13.26
H -24.67 -6.08 9.65
H -24.43 -4.31 9.98
H -25.00 -5.40 11.23
H -25.35 -7.28 13.90
H -24.46 -5.79 14.04
H -23.73 -7.28 14.67
C -29.18 -8.86 13.02
O -28.48 -7.84 12.29
P -28.21 -7.90 10.76
O -27.40 -6.81 10.23
O -29.67 -7.96 10.16
C -29.87 -8.07 8.76
O -27.64 -9.36 10.57
C -26.69 -9.67 9.53
H -30.12 -8.44 13.36
H -28.57 -9.10 13.89
H -29.32 -9.78 12.45
H -29.32 -7.28 8.26
H -30.93 -7.97 8.52
H -29.57 -9.05 8.39
H -26.81 -10.73 9.33
H -25.69 -9.52 9.94
H -26.86 -9.09 8.64
C -19.32 -12.17 14.03
O -19.10 -12.52 15.38
P -17.64 -12.89 15.86
O -17.56 -13.17 17.28
O -16.72 -11.74 15.30
C -17.04 -10.35 15.49
O -17.28 -14.11 14.92
C -16.03 -14.78 15.12
H -20.21 -12.66 13.63
H -18.46 -12.20 13.36
H -19.60 -11.11 13.97
H -18.03 -10.20 15.90
H -16.88 -9.85 14.54
H -16.30 -9.95 16.19
H -15.62 -14.59 16.12
H -15.30 -14.45 14.38
H -16.17 -15.85 15.10
C -22.23 -11.51 6.19
O -22.29 -11.47 7.60
P -21.07 -10.88 8.42
O -19.86 -10.62 7.66
O -21.69 -9.66 9.21
C -22.59 -8.73 8.62
O -20.92 -11.93 9.58
C -19.72 -11.94 10.36
H -21.22 -11.40 5.79
H -22.81 -10.72 5.71
H -22.61 -12.45 5.81
H -23.57 -8.85 9.07
H -22.65 -8.63 7.53
H -22.27 -7.72 8.91
H -19.03 -12.65 9.92
H -19.98 -12.17 11.39
H -19.23 -10.96 10.38
C -25.94 -5.99 7.05
O -26.62 -6.83 6.13
C -26.13 -8.05 5.92
O -25.21 -8.54 6.52
O -26.86 -8.64 4.97
C -26.57 -10.02 4.71
H -26.35 -6.03 8.06
H -26.04 -4.98 6.67
H -24.88 -6.23 7.12
H -26.38 -10.06 3.63
H -27.50 -10.58 4.83
H -25.76 -10.39 5.33
C -25.65 -13.60 3.99
O -26.24 -14.30 2.90
C -27.23 -13.68 2.25
O -27.47 -12.50 2.26
O -27.85 -14.58 1.50
C -28.72 -14.08 0.50
H -26.41 -13.17 4.65
H -25.01 -12.78 3.66
H -25.04 -14.32 4.53
H -28.12 -13.64 -0.30
H -29.39 -13.31 0.89
H -29.34 -14.90 0.15
C -15.02 -19.05 9.28
O -16.28 -18.51 8.88
C -16.84 -17.65 9.73
O -16.41 -17.35 10.81
O -17.96 -17.19 9.16
C -18.65 -16.17 9.84
H -14.49 -18.37 9.94
H -14.43 -19.14 8.36
H -15.16 -20.04 9.71
H -18.47 -15.22 9.33
H -18.25 -16.04 10.85
H -19.71 -16.39 9.91
```

Entry 4:
This record from the Open Molecules 2025 dataset describes C21H55BaNO16P3 as an isolated structure at a distorted geometry. The level of theory is ωB97M-V/def2-TZVPD.

expectation value of S² = 0.754
M = 807.91 g mol⁻¹
spin multiplicity = 2
gap between HOMO and LUMO (spin up / spin down) = 7.364 / 5.306 eV

Geometry as XYZ:
```
97
C21H55BaNO16P3 ωB97M-V/def2-TZVPD
Ba 0.66 -0.53 0.68
O 1.02 1.34 2.46
H 1.15 2.21 2.88
O 1.25 -2.81 -0.55
H 1.37 -3.09 -1.48
O 1.70 -2.00 2.81
H 1.86 -2.55 3.61
C 1.30 2.22 -1.30
O 1.51 1.02 -1.44
N 2.06 3.16 -1.93
C 1.89 4.54 -1.54
C 3.17 2.77 -2.78
H 0.54 2.58 -0.58
H 2.47 4.78 -0.65
H 0.82 4.70 -1.42
H 2.28 5.24 -2.27
H 3.34 3.50 -3.57
H 4.11 2.51 -2.29
H 2.88 1.82 -3.22
C -5.83 -0.86 -2.30
C -5.03 0.30 -1.78
O -3.68 0.01 -1.39
P -2.47 1.12 -1.29
O -1.22 0.50 -0.82
O -2.34 1.76 -2.79
C -1.88 1.01 -3.90
C -2.68 1.27 -5.13
O -3.11 2.32 -0.37
C -3.62 2.00 0.95
C -2.44 2.02 2.00
H -5.52 -1.79 -1.82
H -6.91 -0.86 -2.15
H -5.67 -1.12 -3.34
H -5.16 1.15 -2.45
H -5.53 0.57 -0.85
H -0.85 1.34 -4.05
H -1.73 -0.06 -3.78
H -3.68 0.83 -5.04
H -2.65 2.32 -5.41
H -2.15 0.86 -6.00
H -4.35 2.79 1.09
H -4.12 1.03 0.99
H -1.74 1.20 1.85
H -1.78 2.88 1.97
H -2.88 2.01 2.99
C -6.56 -1.84 2.03
C -5.41 -2.53 1.36
O -4.29 -1.75 1.75
P -2.83 -2.46 1.63
O -1.71 -1.42 1.50
O -2.75 -3.54 2.89
C -1.63 -4.34 3.09
C -0.84 -3.74 4.20
O -2.99 -3.46 0.34
C -2.32 -3.07 -0.89
C -3.14 -3.63 -2.14
H -7.45 -2.42 1.80
H -6.42 -1.72 3.11
H -6.83 -0.85 1.66
H -5.31 -3.54 1.76
H -5.59 -2.56 0.29
H -1.98 -5.34 3.33
H -0.98 -4.43 2.22
H -0.45 -2.76 3.94
H -1.55 -3.46 4.98
H -0.09 -4.38 4.66
H -2.15 -2.00 -0.96
H -1.30 -3.45 -0.95
H -3.09 -4.72 -2.14
H -4.21 -3.41 -2.09
H -2.69 -3.27 -3.06
C 7.27 0.84 3.12
C 6.02 0.28 2.65
O 5.86 0.84 1.39
P 4.53 0.57 0.49
O 3.49 -0.43 0.93
O 5.17 0.27 -0.95
C 5.00 -0.96 -1.55
C 6.14 -1.00 -2.50
O 4.04 2.08 0.29
C 3.63 2.80 1.45
C 4.55 3.91 1.82
H 8.07 0.46 2.48
H 7.25 1.91 3.31
H 7.44 0.39 4.10
H 6.06 -0.80 2.55
H 5.17 0.52 3.28
H 4.98 -1.79 -0.85
H 4.06 -1.01 -2.11
H 7.06 -1.09 -1.93
H 5.95 -1.87 -3.13
H 6.15 -0.19 -3.22
H 2.65 3.24 1.25
H 3.50 2.29 2.41
H 4.01 4.72 2.30
H 5.30 3.63 2.56
H 4.90 4.45 0.94
```

Entry 5:
This record from the Open Molecules 2025 dataset describes C21H56As2F12N5O4 as an isolated structure at a distorted geometry. The level of theory is ωB97M-V/def2-TZVPD.

M = 820.53 g mol⁻¹
ΔE to the lowest compared entry with this formula, charge and spin = 0.00 kcal/mol
total charge = -1
gap between HOMO and LUMO = 8.715 eV

Geometry as XYZ:
```
100
C21H56As2F12N5O4 ωB97M-V/def2-TZVPD
N -2.01 -0.65 -0.80
H -2.55 -1.22 -1.46
H -1.21 -0.16 -1.27
H -1.51 -1.30 -0.14
H -2.72 0.01 -0.39
As -3.08 -4.86 -1.42
F -3.20 -3.46 -0.41
F -3.81 -5.79 -0.16
F -3.00 -6.25 -2.44
F -2.28 -3.89 -2.61
F -1.51 -5.24 -0.75
F -4.62 -4.48 -2.08
As -6.18 -0.48 -1.94
F -4.49 -0.68 -2.33
F -5.78 -0.70 -0.28
F -7.82 -0.16 -1.52
F -6.56 -0.19 -3.60
F -6.50 -2.14 -2.11
F -5.86 1.25 -1.78
C 4.37 -0.36 -1.92
C 4.64 -0.15 -0.42
C 5.30 1.21 -0.26
C 5.37 1.68 1.17
C 3.98 1.73 1.80
C 3.16 0.45 1.58
N 3.38 -0.13 0.28
O 2.55 -1.22 0.02
C 3.49 -0.54 2.71
C 1.68 0.82 1.70
C 5.60 -1.23 0.08
H 3.75 -1.24 -2.09
H 5.33 -0.57 -2.41
H 3.93 0.54 -2.34
H 6.30 1.13 -0.71
H 4.77 1.97 -0.84
H 5.86 2.66 1.19
H 6.06 1.12 1.82
H 3.47 2.63 1.46
H 4.12 1.82 2.88
H 3.26 -0.12 3.69
H 2.93 -1.47 2.61
H 4.56 -0.75 2.75
H 1.06 -0.05 1.48
H 1.45 1.19 2.70
H 1.43 1.55 0.93
H 6.54 -1.27 -0.49
H 5.18 -2.24 0.05
H 5.91 -1.08 1.12
H 2.82 -1.95 0.61
C -4.95 3.64 0.60
C -3.61 2.97 0.26
C -2.68 3.22 1.43
O -2.44 4.59 1.61
C -1.50 4.82 2.61
N -3.82 1.48 0.19
H -5.64 3.54 -0.24
H -4.84 4.69 0.87
H -5.37 3.12 1.46
H -3.24 3.31 -0.71
H -1.73 2.72 1.20
H -3.09 2.73 2.33
H -1.45 5.88 2.84
H -0.50 4.47 2.31
H -1.74 4.27 3.53
H -4.53 1.44 -0.55
H -4.35 1.26 1.03
C -1.52 -3.79 2.38
C -0.27 -3.11 1.87
C 0.92 -4.04 2.03
O 2.14 -3.51 1.52
C 3.17 -4.48 1.59
N -0.43 -2.73 0.45
H -2.35 -3.10 2.34
H -1.41 -4.09 3.43
H -1.78 -4.68 1.81
H -0.15 -2.18 2.43
H 0.67 -4.91 1.39
H 1.05 -4.47 3.03
H 4.08 -4.08 1.15
H 2.85 -5.39 1.06
H 3.34 -4.81 2.62
H 0.52 -2.56 0.13
H -0.68 -3.54 -0.12
C -1.01 1.71 -4.01
C 0.15 1.55 -3.05
C 0.23 2.59 -1.97
O 0.21 3.89 -2.52
C -0.17 4.85 -1.56
N 0.18 0.21 -2.42
H -0.94 0.94 -4.78
H -0.95 2.67 -4.51
H -1.96 1.61 -3.47
H 1.10 1.69 -3.60
H 1.15 2.47 -1.36
H -0.62 2.45 -1.28
H 0.33 4.68 -0.60
H -1.25 4.83 -1.42
H 0.12 5.83 -1.91
H 1.08 0.10 -1.94
H 0.14 -0.49 -3.15
```

Q: Number 2 is which compound?
A: C21H54N2O9S3

Q: Number 4 is which compound?
A: C21H55BaNO16P3